Density functional theory data (wB97M-V/def2-TZVPD) for a molecular structure, C33H26N6RbS3 at a distorted geometry.

The highest occupied orbital energy is -0.126 hartree. The total energy comes out at -2820.38188 a.u. The lowest unoccupied orbital energy comes out at 1.4 eV. The calculation puts the max |F| at 1.16 eV Å⁻¹. For the relative energy (zero: lowest compared OMol25 entry of this formula, charge and spin), the calculation gives 0.210 eV. The value obtained for the HOMO-LUMO gap is 4.8 eV.

```
! wB97M-V def2-TZVPD RIJCOSX def2/J DEFGRID3
* xyz -1 1
Rb 0.56 -1.21 -0.43
C 4.00 -4.55 0.20
C 3.30 -3.24 0.44
N 3.34 -2.29 -0.44
N 4.15 -2.43 -1.48
C 3.87 -1.98 -2.67
N 4.99 -1.74 -3.46
S 2.35 -1.76 -3.42
C 2.62 -2.96 1.70
C 2.09 -3.97 2.51
C 1.45 -3.65 3.69
C 1.37 -2.32 4.07
C 1.92 -1.38 3.22
N 2.51 -1.67 2.07
H 4.05 -4.74 -0.87
H 3.51 -5.39 0.69
H 5.03 -4.49 0.57
H 5.84 -2.15 -3.11
H 4.83 -1.83 -4.45
H 2.15 -5.00 2.19
H 1.02 -4.43 4.31
H 0.89 -2.02 5.00
H 1.89 -0.32 3.48
C -1.45 -3.38 -1.20
C -1.10 -3.74 0.12
C -1.67 -2.81 0.99
C -2.38 -1.86 0.22
C -2.24 -2.22 -1.13
H -1.20 -3.93 -2.10
H -0.54 -4.63 0.40
H -1.63 -2.84 2.07
H -2.97 -1.04 0.61
H -2.70 -1.72 -1.98
S -0.51 0.88 5.45
C -0.88 1.55 6.98
C -1.54 2.73 6.87
C -1.76 3.11 5.52
C -1.26 2.21 4.62
C -1.28 2.27 3.16
C -0.73 1.24 2.37
N -0.68 1.25 1.06
C -1.21 2.29 0.39
C -1.82 3.36 1.08
C -2.41 4.44 0.33
C -2.40 4.43 -1.02
C -1.79 3.36 -1.75
C -1.77 3.33 -3.14
C -1.15 2.29 -3.81
C -0.55 1.30 -3.00
N -0.57 1.29 -1.70
C -1.18 2.30 -1.04
C -1.09 2.22 -5.27
C -1.60 3.09 -6.19
C -1.36 2.70 -7.53
C -0.67 1.53 -7.61
S -0.31 0.89 -6.07
C -1.84 3.34 2.48
H -0.59 1.03 7.88
H -1.87 3.32 7.72
H -2.27 4.01 5.23
H -0.32 0.36 2.85
H -2.86 5.25 0.88
H -2.85 5.24 -1.58
H -2.24 4.14 -3.69
H -0.03 0.47 -3.47
H -2.13 4.00 -5.92
H -1.69 3.27 -8.39
H -0.36 1.00 -8.50
H -2.29 4.16 3.01
*
```

Results of the natural (NBO) charge analysis, in e, for atoms 1 through 2: Rb 0.91; C -0.67

Density functional theory data (wB97M-V/def2-TZVPD) for a single C2H6N2OS molecule at a distorted geometry.

As for the SMILES: COC(=S)NN. The highest occupied orbital energy is -0.309 hartree. The total energy comes out at -662.65033 a.u. The lowest unoccupied orbital energy comes out at 0.6 eV. The calculation puts the max |F| at 3.74 eV Å⁻¹. For the relative energy (zero: lowest compared OMol25 entry of this formula, charge and spin), the calculation gives 3.171 eV. The value obtained for the HOMO-LUMO gap is 9.0 eV.

```
! wB97M-V def2-TZVPD RIJCOSX def2/J DEFGRID3
* xyz 0 1
C 2.00 -0.90 0.32
C -0.17 -0.08 -0.11
H 2.16 -0.73 1.47
H 1.36 -1.97 0.20
H 2.88 -0.70 -0.28
H -1.81 0.96 -0.62
H 0.27 2.68 0.24
H 0.60 1.95 -1.41
N -0.76 1.07 -0.52
N -0.15 2.31 -0.69
O 1.10 -0.03 -0.41
S -1.18 -1.23 0.68
*
```

Results of the natural (NBO) charge analysis, in e, for atoms 1 through 2: C -0.29; C 0.43